Entry 1:
{
  "formula": "C29H60FN4O12P2",
  "method": "ωB97M-V/def2-TZVPD",
  "charge": 1,
  "homo_ev": -11.12,
  "homo_lumo_gap_ev": 8.476,
  "fmax_ha_per_bohr": 0.181,
  "lumo_energy_ev": -2.6454,
  "energy_ha": -3044.95185,
  "mol_weight_da": 737.76,
  "symbols": ["C", "C", "C", "N", "C", "N", "C", "C", "O", "C", "C", "O", "C", "C", "C", "C", "C", "O", "C", "C", "C", "C", "N", "O", "N", "F", "H", "H", "H", "H", "H", "H", "H", "H", "H", "H", "H", "H", "H", "H", "H", "H", "H", "H", "H", "H", "H", "H", "H", "H", "H", "H", "H", "H", "H", "H", "O", "P", "O", "C", "C", "O", "C", "C", "O", "C", "C", "H", "H", "H", "H", "H", "H", "H", "H", "H", "H", "H", "H", "H", "H", "H", "O", "P", "O", "C", "C", "O", "C", "C", "O", "C", "C", "H", "H", "H", "H", "H", "H", "H", "H", "H", "H", "H", "H", "H", "H", "H"],
  "positions_angstrom": [[-0.9924, 8.6517, -3.3573], [-1.3174, 8.1627, -2.2960], [-1.7334, 7.3924, -0.9830], [-1.3402, 5.9760, -1.2247], [-2.2627, 5.1276, -1.6338], [-3.6186, 5.4191, -1.9409], [-4.3784, 4.2171, -2.4934], [-5.1814, 3.4662, -1.3479], [-4.4580, 2.3894, -0.7274], [-5.1915, 1.1546, -0.7431], [-4.9225, 0.3576, -2.0974], [-5.5096, 1.0145, -3.2312], [-5.9920, 0.0614, -4.2102], [-7.4031, -0.5116, -3.7066], [-5.2406, 4.9194, -3.6593], [-6.7683, 5.1151, -3.2821], [-7.5697, 3.8571, -3.8866], [-7.3305, 6.2757, -3.9632], [-3.0949, 3.4035, -2.9690], [-2.4937, 3.7282, -4.4024], [-1.5258, 2.5682, -4.9611], [-2.2160, 1.6739, -6.0668], [-2.3020, 0.2204, -5.8949], [-2.6454, 2.1926, -7.0752], [-2.1191, 3.7402, -1.9120], [-0.8588, 3.2403, -2.0180], [-0.5467, 8.7959, -4.3752], [-2.8193, 7.5300, -0.7428], [-1.0926, 7.8466, -0.1671], [-0.3952, 5.6044, -1.0834], [-4.1635, 5.8898, -1.2066], [-5.3895, 4.2348, -0.5272], [-6.1758, 3.0522, -1.6868], [-4.7387, 0.5066, 0.0771], [-6.2882, 1.2700, -0.5027], [-5.2183, -0.7385, -2.0080], [-3.7841, 0.3600, -2.2182], [-5.2100, -0.7651, -4.2637], [-6.1110, 0.5077, -5.2431], [-7.5931, -0.1893, -2.6332], [-8.2557, -0.1335, -4.3411], [-7.4134, -1.6442, -3.6994], [-5.2249, 4.3108, -4.6186], [-4.8289, 5.9574, -3.8731], [-6.9746, 5.2763, -2.1842], [-7.2001, 2.8673, -3.4951], [-7.3197, 3.8672, -4.9979], [-8.6877, 3.9642, -3.7877], [-8.2239, 5.9959, -4.2510], [-3.1984, 2.2826, -2.9661], [-3.2668, 3.8867, -5.2092], [-1.8868, 4.6924, -4.3454], [-0.6431, 3.1200, -5.4210], [-1.1185, 1.9135, -4.1239], [-1.3456, -0.1470, -5.8463], [-2.8491, -0.0044, -5.0588], [1.5515, -1.1557, -0.2093], [2.6216, -0.1402, 0.1394], [2.7297, -0.4697, 1.7628], [2.7345, -1.8099, 2.2470], [4.1483, -2.3121, 2.4689], [1.6425, 1.1867, 0.2151], [0.3828, 1.2071, -0.4416], [-0.7216, 0.8116, 0.5211], [3.8814, 0.9677, 0.3203], [5.1999, 0.5275, 0.6095], [5.7675, -0.3547, -0.4817], [2.2019, -2.4936, 1.5839], [2.2004, -1.8064, 3.2003], [4.7027, -2.3412, 1.5270], [4.1447, -3.3190, 2.8925], [4.6910, -1.6545, 3.1522], [0.3912, 0.5712, -1.3305], [0.2130, 2.2216, -0.7835], [-0.5196, -0.1486, 0.9980], [-1.6832, 0.7528, 0.0045], [-0.8033, 1.5491, 1.3255], [5.2283, 0.0364, 1.5825], [5.8186, 1.4235, 0.7003], [5.1443, -1.2416, -0.6418], [6.7775, -0.6793, -0.2234], [5.8071, 0.1869, -1.4293], [5.6031, -5.7952, 4.5315], [5.6719, -6.3149, 5.9636], [6.7536, -7.5432, 5.6575], [7.9003, -7.3332, 4.8419], [9.1249, -7.0187, 5.6807], [4.2938, -7.2177, 5.8962], [3.2649, -6.9253, 4.9585], [3.4261, -7.7769, 3.7138], [5.7031, -6.7834, 7.5874], [6.8613, -6.5816, 8.3807], [7.2235, -5.1178, 8.5141], [7.7472, -6.5431, 4.1049], [8.0719, -8.2597, 4.2885], [8.9881, -6.0858, 6.2343], [10.0103, -6.9144, 5.0497], [9.3116, -7.8117, 6.4087], [3.2414, -5.8602, 4.7186], [2.3110, -7.1613, 5.4373], [4.4218, -7.6759, 3.2787], [2.6839, -7.5048, 2.9603], [3.2990, -8.8348, 3.9614], [7.6923, -7.1702, 7.9910], [6.6387, -6.9846, 9.3717], [7.4031, -4.6608, 7.5345], [8.1215, -5.0008, 9.1244], [6.4081, -4.5636, 8.9839]],
  "lowdin_charge": [0.096, -0.092, -0.109, 0.123, -0.187, 0.134, -0.241, -0.114, -0.162, -0.153, -0.187, -0.237, -0.230, -0.070, -0.047, -0.376, -0.045, -0.070, -0.157, -0.094, -0.094, -0.450, 0.091, 0.098, 0.038, 0.036, 0.070, 0.125, 0.141, 0.184, 0.151, 0.146, 0.116, 0.143, 0.139, 0.143, 0.125, 0.116, 0.129, 0.080, 0.078, 0.082, 0.122, 0.140, 0.141, 0.061, 0.103, 0.092, 0.089, 0.139, 0.113, 0.131, 0.132, 0.107, 0.092, 0.065, -0.246, 0.679, -0.216, -0.289, -0.072, -0.220, -0.310, -0.061, -0.199, -0.291, -0.080, 0.103, 0.120, 0.066, 0.074, 0.079, 0.105, 0.078, 0.077, 0.061, 0.082, 0.097, 0.126, 0.067, 0.088, 0.082, -0.257, 0.693, -0.219, -0.295, -0.082, -0.223, -0.301, -0.076, -0.196, -0.292, -0.083, 0.101, 0.120, 0.063, 0.079, 0.078, 0.096, 0.115, 0.070, 0.075, 0.079, 0.096, 0.127, 0.065, 0.085, 0.082]
}

Entry 2:
{
  "formula": "C29H61O8P",
  "method": "ωB97M-V/def2-TZVPD",
  "charge": 0,
  "homo_ev": -8.14,
  "homo_lumo_gap_ev": 8.733,
  "fmax_ha_per_bohr": 0.027,
  "lumo_energy_ev": 0.5928,
  "energy_ha": -2084.75586,
  "mol_weight_da": 568.77,
  "de_lowest_kj_mol": 74.9,
  "symbols": ["C", "O", "C", "C", "C", "C", "C", "C", "C", "P", "H", "H", "H", "H", "H", "H", "H", "H", "H", "H", "H", "H", "H", "H", "H", "H", "H", "H", "H", "C", "C", "C", "O", "H", "H", "H", "H", "H", "H", "C", "C", "C", "O", "H", "H", "H", "H", "H", "H", "C", "C", "C", "O", "H", "H", "H", "H", "H", "H", "C", "C", "C", "O", "H", "H", "H", "H", "H", "H", "C", "C", "C", "O", "H", "H", "H", "H", "H", "H", "C", "C", "C", "O", "H", "H", "H", "H", "H", "H", "C", "C", "C", "O", "H", "H", "H", "H", "H", "H"],
  "positions_angstrom": [[5.2743, 1.0890, -0.1937], [4.1091, 1.3142, -0.9861], [3.4301, 2.4007, -0.3498], [2.2168, 2.9027, -1.1675], [0.8688, 2.2371, -0.6952], [-0.3205, 3.0547, -1.3453], [-1.3961, 3.4780, -0.2819], [-2.6971, 2.6244, -0.2906], [-2.5023, 1.1469, 0.1505], [-1.9450, 0.0522, -1.2987], [5.0740, 1.3347, 0.8665], [6.0966, 1.7681, -0.4902], [5.6041, 0.0419, -0.2419], [3.0531, 2.0648, 0.6407], [4.1777, 3.1924, -0.1510], [2.3553, 2.7780, -2.2523], [2.1012, 3.9717, -0.9127], [0.8315, 1.1690, -0.9436], [0.8343, 2.3475, 0.4038], [0.1314, 3.9868, -1.7293], [-0.7241, 2.5216, -2.2180], [-1.7094, 4.5202, -0.4692], [-0.9276, 3.4585, 0.7157], [-3.1346, 2.6569, -1.3017], [-3.3716, 3.0886, 0.4527], [-1.7986, 1.0418, 0.9955], [-3.4587, 0.7288, 0.5112], [-0.5905, -0.3547, -1.0595], [-2.6789, -1.1509, -1.0584], [-6.1431, -2.0789, -0.5352], [-5.4841, -2.4804, -1.8288], [-6.3764, -2.9507, -2.9370], [-4.2778, -2.4230, -1.9641], [-5.3816, -1.7603, 0.1768], [-6.8307, -1.2501, -0.7108], [-6.6848, -2.9279, -0.1154], [-7.0691, -2.1582, -3.2148], [-6.9250, -3.8392, -2.6214], [-5.7694, -3.2042, -3.8052], [4.0546, -1.9826, -2.5942], [4.1647, -3.4454, -2.2546], [5.5477, -4.0433, -2.2180], [3.1853, -4.1151, -2.0200], [3.0073, -1.6871, -2.5840], [4.5927, -1.3865, -1.8559], [4.4619, -1.7996, -3.5901], [6.1530, -3.5365, -1.4644], [6.0202, -3.9491, -3.1971], [5.4785, -5.0992, -1.9613], [6.9330, -1.0973, 3.6282], [5.9949, 0.0599, 3.8502], [4.6422, -0.2503, 4.4291], [6.3188, 1.1955, 3.5739], [7.8680, -0.7289, 3.2084], [7.1441, -1.5926, 4.5772], [6.4889, -1.8078, 2.9290], [4.7546, -0.7093, 5.4153], [4.0974, -0.9241, 3.7649], [4.0750, 0.6745, 4.5334], [-7.9156, -8.0673, -2.1642], [-7.1297, -6.9015, -2.7032], [-5.8509, -7.2082, -3.4364], [-7.5102, -5.7621, -2.5534], [-8.8090, -7.6999, -1.6620], [-8.2162, -8.7236, -2.9824], [-7.3111, -8.6233, -1.4459], [-6.0621, -7.8272, -4.3098], [-5.1570, -7.7270, -2.7731], [-5.3914, -6.2781, -3.7674], [-5.7985, 1.8774, -5.0478], [-5.6353, 0.4263, -4.6770], [-4.2311, -0.1042, -4.5712], [-6.5983, -0.2813, -4.4716], [-6.8586, 2.1243, -5.0873], [-5.3171, 2.5090, -4.2993], [-5.3569, 2.0626, -6.0283], [-3.6852, 0.4416, -3.7994], [-3.7216, -0.0054, -5.5320], [-4.2612, -1.1571, -4.2964], [2.6832, -1.4007, 9.1990], [3.6529, -0.8308, 8.1984], [3.9456, 0.6444, 8.2814], [4.1763, -1.5307, 7.3604], [2.5676, -2.4687, 9.0226], [3.0613, -1.2497, 10.2113], [1.7104, -0.9185, 9.0908], [4.3783, 0.8838, 9.2540], [3.0273, 1.2150, 8.1337], [4.6575, 0.9177, 7.5039], [2.6051, 8.3980, -0.1927], [1.9376, 7.1105, 0.2134], [2.4460, 6.4299, 1.4575], [1.0299, 6.6406, -0.4330], [2.1398, 8.7750, -1.1019], [2.4901, 9.1426, 0.5967], [3.6649, 8.2233, -0.3858], [2.3240, 7.0885, 2.3189], [3.4991, 6.1696, 1.3363], [1.8761, 5.5176, 1.6289]],
  "lowdin_charge": [-0.120, -0.191, -0.249, -0.157, -0.197, -0.201, -0.212, -0.292, -0.452, 0.835, 0.074, 0.095, 0.075, 0.120, 0.116, 0.123, 0.093, 0.066, 0.098, 0.090, 0.082, 0.102, 0.099, 0.089, 0.100, 0.068, 0.054, -0.118, -0.118, -0.014, -0.490, -0.030, 0.005, 0.074, 0.087, 0.085, 0.070, 0.048, 0.085, -0.015, -0.509, -0.028, 0.068, 0.085, 0.063, 0.089, 0.081, 0.084, 0.080, -0.022, -0.508, -0.024, 0.049, 0.080, 0.086, 0.084, 0.053, 0.090, 0.083, -0.022, -0.488, -0.014, 0.054, 0.082, 0.086, 0.086, 0.087, 0.088, 0.081, -0.024, -0.489, -0.021, 0.055, 0.080, 0.082, 0.084, 0.043, 0.089, 0.065, -0.022, -0.496, -0.018, 0.054, 0.083, 0.086, 0.087, 0.087, 0.089, 0.077, -0.024, -0.510, -0.023, 0.062, 0.082, 0.085, 0.086, 0.085, 0.086, 0.077]
}